Record 1
ORCA calculation (wB97M-V/def2-TZVPD) on a structure of composition C24H20CoF5N3O4STe in a non-equilibrium geometry.

Output
E_LUMO (alpha / beta) = 0.147 / 0.147 hartree
spin multiplicity = 2
⟨S²⟩ = 0.80
energy = -107214.1908 eV
energy relative to the best compared isomer or geometry (same formula, charge and spin) = 90.9 kcal/mol
charge = -2
HOMO (alpha / beta) = -1.24 / -1.18 eV
largest force on an atom = 5.0 eV Å⁻¹

Element x y z (Å)
Co (0.47288, 0.32141, 0.08459)
O (2.14932, 1.33386, -3.77642)
C (1.01266, 1.15848, -4.45921)
C (1.05210, 1.29454, -5.84850)
C (-0.09066, 1.13055, -6.60748)
C (-1.29954, 0.80975, -5.99856)
C (-1.34756, 0.65649, -4.62524)
C (-0.21088, 0.83868, -3.83934)
C (-0.25240, 0.60443, -2.38987)
O (0.69729, 1.05601, -1.64111)
N (-1.23342, -0.13980, -1.89702)
N (-1.03688, -0.29251, -0.58650)
C (-1.48300, -1.51561, 0.06265)
C (-1.08695, -1.34354, 1.51201)
C (-1.71128, -1.94471, 2.57874)
C (-1.18716, -1.77095, 3.85201)
C (-0.04458, -0.99735, 3.99210)
C (0.52497, -0.41968, 2.88137)
N (0.00954, -0.57359, 1.65618)
H (1.97684, 1.14447, -2.82325)
H (2.00641, 1.50683, -6.31307)
H (-0.03578, 1.23664, -7.68460)
H (-2.19169, 0.66602, -6.59576)
H (-2.26372, 0.37863, -4.12259)
H (-2.56500, -1.66380, -0.05472)
H (-2.58222, -2.56505, 2.41327)
H (-1.62732, -2.27575, 4.70126)
H (0.42891, -0.88410, 4.95644)
H (1.43716, 0.15809, 2.93850)
C (-0.61647, -9.34752, -0.95894)
C (-0.17302, -9.59544, -2.37372)
O (-0.81814, -10.18348, -3.19680)
S (1.51122, -9.01467, -2.73841)
C (1.21991, -7.29693, -2.33023)
C (1.85218, -6.68986, -1.25030)
C (1.44135, -5.43855, -0.82313)
C (0.40030, -4.78576, -1.48566)
C (-0.16403, -5.35919, -2.62998)
C (0.24385, -6.61272, -3.04903)
C (-0.16866, -3.60290, -0.93860)
C (-0.77864, -2.68853, -0.46104)
H (-1.66780, -9.61379, -0.85290)
H (-0.47167, -8.30797, -0.67122)
H (-0.01931, -9.96725, -0.28906)
H (2.65159, -7.21036, -0.73883)
H (1.90848, -4.93987, 0.02076)
H (-0.93329, -4.82355, -3.17001)
H (-0.20658, -7.08544, -3.91298)
C (-0.37614, 1.96478, 0.80734)
H (-1.18680, 1.74629, 1.50607)
H (-0.77756, 2.56326, -0.01198)
H (0.39888, 2.53424, 1.32220)
F (4.07836, -1.23762, -0.20835)
Te (2.31595, -1.58112, 0.55778)
F (1.41485, -3.12292, 2.09303)
F (3.08384, -3.45934, -0.06095)
F (3.49001, -1.48624, 2.18071)
F (1.81416, -1.35851, -1.49273)
O (2.19255, 0.36355, 0.62365)

---

Record 2
ORCA calculation (wB97M-V/def2-TZVPD) on a structure of composition C24H20F6N2O7PS3Ti in a non-equilibrium geometry.

Output
E_LUMO (alpha / beta) = 0.078 / 0.052 hartree
spin multiplicity = 3
⟨S²⟩ = 2.01
energy = -123742.2693 eV
energy relative to the best compared isomer or geometry (same formula, charge and spin) = 26.9 kcal/mol
charge = -1
HOMO (alpha / beta) = -4.75 / -5.46 eV
largest force on an atom = 1.1 eV Å⁻¹

Element x y z (Å)
Ti (0.32338, 0.34482, 0.54765)
O (-1.85112, 2.78318, -0.63990)
C (-2.00669, 1.85628, 0.06197)
C (-3.23477, 1.38620, 0.74771)
C (-4.10698, 2.26833, 1.37398)
C (-5.22426, 1.75423, 2.00998)
C (-5.47100, 0.38514, 1.99310)
C (-4.60123, -0.48434, 1.35004)
C (-3.46107, 0.01297, 0.73158)
P (-2.14230, -0.89039, -0.14159)
C (-2.53124, -2.63672, 0.19335)
C (-2.74638, -3.55649, -0.83071)
C (-2.95567, -4.89816, -0.54023)
C (-2.94214, -5.33729, 0.77543)
C (-2.72939, -4.42694, 1.80295)
C (-2.52761, -3.08583, 1.51555)
C (-2.62534, -0.64528, -1.88575)
C (-3.91932, -0.87575, -2.35494)
C (-4.23948, -0.61902, -3.67709)
C (-3.26899, -0.12008, -4.54047)
C (-1.98556, 0.12339, -4.07840)
C (-1.65986, -0.13779, -2.75227)
H (-3.89028, 3.32804, 1.37806)
H (-5.90561, 2.41975, 2.52410)
H (-6.34816, -0.00769, 2.49181)
H (-4.79991, -1.54890, 1.34472)
H (-2.74470, -3.22571, -1.86135)
H (-3.12269, -5.60128, -1.34716)
H (-3.09672, -6.38515, 1.00077)
H (-2.70799, -4.75712, 2.83355)
H (-2.35346, -2.38764, 2.32324)
H (-4.67896, -1.25064, -1.67735)
H (-5.24629, -0.79667, -4.03452)
H (-3.52224, 0.09037, -5.57226)
H (-1.23159, 0.53279, -4.73817)
H (-0.66022, 0.07832, -2.39030)
F (4.80636, 1.00563, 1.91538)
C (4.90529, 0.24977, 0.82596)
F (5.97270, 0.64730, 0.12786)
F (5.11731, -1.01713, 1.21378)
S (3.38736, 0.31992, -0.20958)
O (3.65210, -0.62777, -1.27369)
O (2.37458, -0.20268, 0.75150)
N (3.29037, 1.79864, -0.51958)
S (1.93233, 2.45785, -1.29095)
O (0.86111, 1.32704, -1.02231)
O (2.18198, 2.43682, -2.73241)
C (-0.26394, 3.57219, 2.75576)
F (0.65620, 1.82598, 1.65044)
F (-0.45734, 4.25295, 1.66229)
F (-1.39699, 2.91837, 2.91171)
C (1.96525, -2.92336, -2.31397)
S (1.59447, -2.59627, -0.59847)
C (0.78401, -4.14635, -0.22274)
O (0.45247, -1.59381, -0.66939)
H (1.04052, -3.17798, -2.83155)
H (2.69050, -3.73579, -2.36741)
H (2.40487, -2.00787, -2.70130)
H (1.53544, -4.93648, -0.22008)
H (0.00213, -4.34780, -0.95096)
H (0.35110, -4.04285, 0.77176)
O (-0.34066, -2.22359, 4.11841)
C (-0.23351, -1.53048, 3.15009)
N (-0.18170, -0.86225, 2.17226)

---

Record 3
ORCA calculation (wB97M-V/def2-TZVPD) on a structure of composition C24H20N6O4Pd in a non-equilibrium geometry.

Output
E_LUMO (alpha / beta) = 0.131 / 0.131 hartree
spin multiplicity = 1
energy = -45823.9985 eV
energy relative to the best compared isomer or geometry (same formula, charge and spin) = 16.6 kcal/mol
charge = -2
HOMO (alpha / beta) = 1.33 / 1.33 eV
largest force on an atom = 2.2 eV Å⁻¹

Element x y z (Å)
Pd (-0.04180, -0.01590, -0.01120)
N (0.10310, 2.06880, -0.20610)
C (1.36180, 2.07540, -0.95620)
C (2.38950, 1.30650, -0.09010)
O (3.47540, 1.85150, 0.17870)
N (1.93810, 0.13140, 0.27950)
C (2.47960, -0.42960, 1.48540)
C (1.38700, -0.37390, 2.64260)
O (1.69080, -0.94870, 3.68830)
O (0.36030, 0.30550, 2.40370)
H (-0.59640, 2.68440, -0.62340)
H (0.26540, 2.34070, 0.76510)
H (1.74300, 3.10040, -1.12290)
H (1.20080, 1.58750, -1.92910)
H (3.32980, 0.17240, 1.83470)
H (2.80450, -1.46630, 1.36160)
C (-8.63660, -10.54880, 0.18240)
O (-9.02280, -9.21070, 0.13560)
C (-7.99180, -8.25440, 0.12470)
C (-8.39030, -6.91570, 0.09640)
C (-7.46510, -5.90290, 0.07710)
C (-6.06920, -6.17440, 0.08220)
C (-5.69600, -7.54220, 0.11280)
C (-6.62560, -8.55040, 0.13180)
C (-5.07740, -5.17020, 0.05570)
N (-3.75010, -5.37220, 0.04670)
C (-3.17220, -4.15500, 0.02560)
C (-4.14830, -3.14560, 0.01590)
N (-5.34710, -3.80350, 0.02990)
C (-3.86090, -1.76910, -0.02390)
C (-4.77770, -0.74110, 0.01520)
C (-4.33020, 0.58480, -0.01700)
C (-2.95850, 0.82920, -0.11260)
N (-2.03870, -0.10610, -0.17160)
C (-2.43990, -1.44060, -0.09180)
C (-1.46330, -2.40790, -0.06810)
N (-0.13220, -1.99410, -0.13200)
C (0.82100, -2.92020, -0.13740)
C (0.58080, -4.27420, -0.06510)
C (-0.75340, -4.73200, 0.01860)
C (-1.77320, -3.82150, -0.00230)
H (-9.55730, -11.13720, 0.20050)
H (-8.05090, -10.77690, 1.08370)
H (-8.04700, -10.83920, -0.69860)
H (-9.45000, -6.69680, 0.08350)
H (-7.81730, -4.87950, 0.05800)
H (-4.64140, -7.76890, 0.12230)
H (-6.28460, -9.57700, 0.14620)
H (-6.25360, -3.37610, 0.08110)
H (-5.84040, -0.94640, 0.08430)
H (-5.02280, 1.41520, 0.03400)
H (-2.62320, 1.86600, -0.14770)
H (1.84180, -2.56270, -0.22190)
H (1.40510, -4.97340, -0.07420)
H (-0.97290, -5.78760, 0.09540)

---

Record 4
ORCA calculation (wB97M-V/def2-TZVPD) on a structure of composition C24H21AsClN2OPS4Tc in a non-equilibrium geometry.

Output
E_LUMO = -0.385 hartree
spin multiplicity = 1
energy = -158421.7408 eV
energy relative to the best compared isomer or geometry (same formula, charge and spin) = 15.3 kcal/mol
charge = +3
HOMO = -16.87 eV
largest force on an atom = 3.5 eV Å⁻¹

Element x y z (Å)
Tc (-1.57608, 0.69219, 1.12531)
Cl (5.42878, 1.25625, 2.32981)
C (3.82050, 0.74756, 1.97424)
C (3.32472, -0.37616, 2.64120)
C (2.05556, -0.83901, 2.35218)
C (1.34960, -0.21867, 1.32962)
O (0.12739, -0.79015, 0.90571)
C (1.80005, 0.85850, 0.61129)
C (0.99526, 1.52536, -0.38114)
N (-0.27837, 1.66142, -0.29084)
C (-1.03903, 2.36045, -1.27612)
C (-0.53902, 3.29994, -2.15335)
C (-1.43622, 3.90961, -2.99869)
C (-2.78161, 3.73389, -2.94212)
C (-3.37962, 2.85754, -1.99635)
C (-4.78941, 2.61601, -1.82495)
C (-5.19957, 1.68205, -0.91017)
C (-4.23224, 1.00442, -0.15313)
N (-2.92423, 1.22502, -0.23900)
C (-2.44118, 2.14691, -1.19606)
C (3.08329, 1.32761, 0.96758)
H (3.88597, -0.93851, 3.37757)
H (1.65462, -1.75020, 2.84461)
H (1.55654, 1.99389, -1.17562)
H (0.49925, 3.49448, -2.22523)
H (-1.09359, 4.62720, -3.69157)
H (-3.43752, 4.17955, -3.67423)
H (-5.51714, 3.06492, -2.46651)
H (-6.21696, 1.46234, -0.72050)
H (-4.52851, 0.22869, 0.56223)
H (3.65926, 2.15722, 0.44486)
S (-1.47680, -1.03001, 4.12566)
As (-3.24589, 0.22471, 4.75447)
S (-1.73016, 2.47635, 2.40536)
S (-2.88152, -0.69110, 2.59275)
S (-2.75240, 2.23219, 4.21885)
C (-0.88778, -1.74536, -1.41762)
P (0.14026, -2.16673, -0.02202)
C (-0.58753, -3.36052, 1.11407)
C (1.81913, -2.45896, -0.42060)
C (2.53728, -3.42490, 0.33989)
C (3.87798, -3.56668, 0.09429)
C (4.51817, -2.84166, -0.88454)
C (3.77460, -1.99037, -1.72548)
C (2.44574, -1.69081, -1.42133)
H (-1.09980, -2.65712, -1.99497)
H (-0.25405, -1.07455, -2.02978)
H (-1.78180, -1.21066, -1.04051)
H (-0.63758, -4.38703, 0.74499)
H (-1.64991, -3.06906, 1.22685)
H (-0.15898, -3.17274, 2.12787)
H (2.09809, -3.94972, 1.12133)
H (4.43531, -4.30890, 0.67565)
H (5.52666, -2.93909, -1.20427)
H (4.16723, -1.44725, -2.49203)
H (1.97329, -0.95040, -2.03949)